DFT (the ωB97M-V functional and the def2-TZVPD basis) results for a 10-piece molecular cluster, C36H61Br18N3O4 overall.

Output
highest occupied orbital energy	-0.31243	Ha
gap between HOMO and LUMO	8.66	eV
LUMO level	0.153	eV
molecular weight	2038.17	g mol⁻¹

```
! wB97M-V def2-TZVPD RIJCOSX def2/J DEFGRID3
* xyz 0 1
H -5.03 -3.99 -3.35
N -5.32 -3.27 -2.68
C -4.55 -3.35 -1.68
C -3.40 -4.37 -1.56
C -4.72 -2.44 -0.46
C -3.45 -1.58 -0.39
N -3.23 -0.84 -1.44
C -2.09 -0.10 -1.40
C -1.78 0.72 -2.52
C -2.71 0.74 -3.71
O -2.78 -0.50 -4.37
O -3.79 -0.35 -5.35
C -0.67 1.47 -2.53
C 0.19 1.48 -1.39
O 1.28 2.31 -1.47
C 2.55 1.62 -1.39
C 2.55 0.18 -1.93
O 3.91 -0.24 -2.10
C 4.48 -0.68 -0.88
C 4.14 -2.16 -0.54
C -0.12 0.73 -0.32
C -1.27 -0.11 -0.28
N -1.47 -0.86 0.85
C -2.57 -1.56 0.75
C -2.93 -2.46 1.94
C -2.27 -2.01 3.28
H -3.74 -5.39 -1.82
H -2.59 -4.08 -2.24
H -3.00 -4.37 -0.54
H -4.82 -3.11 0.40
H -5.59 -1.78 -0.59
H -3.73 1.02 -3.40
H -2.39 1.54 -4.41
H -4.11 -1.25 -5.51
H -0.41 2.10 -3.38
H 2.96 1.72 -0.38
H 3.23 2.19 -2.04
H 2.07 0.07 -2.90
H 2.13 -0.48 -1.15
H 5.57 -0.63 -1.01
H 4.26 -0.01 -0.03
H 3.35 -2.13 0.24
H 4.98 -2.70 -0.10
H 3.68 -2.66 -1.40
H 0.54 0.76 0.54
H -4.01 -2.45 2.09
H -2.63 -3.48 1.65
H -1.89 -0.99 3.27
H -3.05 -2.06 4.05
H -1.52 -2.76 3.56
Br -5.27 3.92 -5.64
C -4.81 2.41 -6.79
C -4.87 2.80 -8.25
Br -6.71 2.90 -8.88
H -5.49 1.60 -6.54
H -3.80 2.14 -6.51
H -4.40 2.04 -8.86
H -4.42 3.77 -8.45
Br -2.12 -0.20 -8.25
C -2.15 -0.25 -10.20
C -0.84 0.23 -10.78
Br -0.69 2.16 -10.69
H -2.99 0.35 -10.52
H -2.32 -1.29 -10.46
H -0.78 -0.02 -11.84
H 0.03 -0.18 -10.26
Br -7.64 -1.17 1.00
C -7.39 0.43 2.08
C -6.72 1.52 1.28
Br -4.83 1.16 1.07
H -6.82 0.13 2.96
H -8.39 0.73 2.39
H -6.79 2.47 1.81
H -7.14 1.63 0.28
Br 1.72 -1.56 4.45
C 1.23 0.31 4.59
C 0.77 0.66 5.98
Br -1.04 0.02 6.32
H 0.47 0.50 3.83
H 2.13 0.87 4.34
H 0.71 1.74 6.11
H 1.40 0.23 6.76
Br 5.50 4.48 1.67
C 5.02 6.32 2.04
C 4.19 6.91 0.92
Br 5.30 7.36 -0.62
H 5.94 6.86 2.22
H 4.44 6.29 2.96
H 3.74 7.84 1.23
H 3.42 6.23 0.56
Br 0.29 -4.68 5.70
C 0.74 -6.13 4.49
C 0.71 -5.68 3.05
Br -1.11 -5.52 2.40
H 0.04 -6.94 4.69
H 1.74 -6.44 4.78
H 1.18 -6.43 2.41
H 1.19 -4.72 2.90
Br -4.74 1.53 5.17
C -4.32 3.34 4.59
C -2.84 3.54 4.42
Br -1.94 3.74 6.13
H -4.76 4.01 5.31
H -4.83 3.46 3.63
H -2.63 4.46 3.88
H -2.35 2.71 3.90
Br 4.99 -0.44 3.90
C 5.94 -1.79 4.92
C 6.88 -2.58 4.04
Br 5.91 -3.87 2.95
H 5.19 -2.41 5.40
H 6.50 -1.25 5.68
H 7.57 -3.17 4.64
H 7.45 -1.94 3.36
Br 9.41 -1.24 2.05
C 10.56 0.26 2.52
C 9.97 1.12 3.61
Br 8.55 2.27 2.95
H 10.75 0.81 1.60
H 11.49 -0.19 2.86
H 10.72 1.79 4.01
H 9.54 0.53 4.42
*
```